Entry 1:
Density functional theory data (ωB97M-V/def2-TZVPD) for C36H49I2N2O4PSn as an isolated structure.

XYZ file:
```
95
Properties=species:S:1:pos:R:3:mulliken_charge:R:1
Sn -1.11 0.91 -0.44 1.140
I 4.15 2.00 -0.85 0.203
C 2.77 2.24 -2.37 -0.527
C 3.11 2.92 -3.52 -0.484
C 2.19 3.09 -4.55 -0.154
I 2.78 4.16 -6.21 0.242
C 0.86 2.53 -4.46 1.224
C -0.11 2.61 -5.48 -0.713
C -1.34 2.03 -5.29 -1.174
C -1.61 1.41 -4.07 -0.288
N -0.72 1.33 -3.09 0.113
C 0.50 1.86 -3.29 -0.148
C 1.44 1.71 -2.18 0.257
O 1.11 1.15 -1.12 -0.206
H 4.11 3.34 -3.62 0.400
H 0.12 3.12 -6.40 0.252
H -2.09 2.06 -6.06 0.486
H -2.57 0.96 -3.88 0.604
O 1.04 -0.38 1.16 0.032
O -0.34 0.07 1.32 -0.631
C 4.10 -3.81 0.83 -0.796
N 3.28 -2.78 1.41 0.362
C 2.00 -3.12 1.99 -0.633
C 3.60 -1.38 1.13 -0.884
C 3.14 -0.40 2.19 0.429
C 4.02 0.06 3.15 -0.723
C 3.58 0.89 4.17 -0.886
C 2.25 1.28 4.20 -0.576
C 1.36 0.86 3.22 -0.588
C 1.82 0.04 2.20 0.558
H 4.06 -4.70 1.46 0.351
H 5.13 -3.47 0.74 0.321
H 3.73 -4.08 -0.16 0.378
H 1.91 -4.19 2.11 0.454
H 1.20 -2.73 1.36 0.182
H 1.90 -2.62 2.96 0.270
H 3.12 -1.11 0.18 0.106
H 4.67 -1.30 0.99 0.645
H 5.06 -0.25 3.13 0.425
H 4.27 1.22 4.94 0.440
H 1.90 1.93 4.99 0.456
H 0.33 1.17 3.21 0.568
O -2.07 -1.03 -0.82 0.422
P -3.27 -1.99 -0.78 -0.792
C -2.65 -3.62 -0.28 0.225
C -3.67 -4.77 -0.51 -1.053
C -3.24 -5.68 -1.67 -0.495
C -1.87 -6.32 -1.42 -0.918
C -0.92 -5.38 -0.63 -0.872
C -1.27 -3.92 -0.89 -0.195
C -4.08 -2.02 -2.41 0.641
C -3.02 -2.24 -3.51 -0.738
C -3.56 -1.91 -4.93 -0.784
C -5.08 -1.74 -4.93 -0.704
C -5.49 -0.59 -4.01 -0.931
C -4.82 -0.68 -2.61 0.069
C -4.43 -1.49 0.54 0.327
C -5.88 -2.02 0.35 -0.894
C -6.93 -0.92 0.56 -0.923
C -6.72 -0.20 1.89 -0.791
C -5.27 0.33 2.05 -1.006
C -4.40 0.02 0.82 -0.043
H -2.51 -3.48 0.79 0.515
H -4.67 -4.38 -0.70 0.318
H -3.74 -5.38 0.39 0.613
H -3.22 -5.09 -2.60 -0.023
H -3.99 -6.46 -1.82 0.581
H -1.42 -6.57 -2.38 0.358
H -1.99 -7.25 -0.87 0.322
H 0.11 -5.58 -0.91 0.411
H -1.01 -5.58 0.44 0.365
H -1.26 -3.73 -1.97 0.265
H -0.53 -3.25 -0.45 -0.206
H -4.80 -2.85 -2.42 0.990
H -2.68 -3.27 -3.49 0.219
H -2.15 -1.61 -3.29 -0.034
H -3.28 -2.70 -5.62 0.391
H -3.11 -0.99 -5.30 0.184
H -5.55 -2.67 -4.60 0.322
H -5.43 -1.55 -5.94 0.477
H -6.57 -0.58 -3.90 0.369
H -5.22 0.36 -4.48 0.301
H -5.57 -0.55 -1.84 -0.728
H -4.09 0.12 -2.48 0.229
H -3.99 -1.96 1.42 0.877
H -6.07 -2.82 1.07 0.487
H -6.02 -2.45 -0.65 0.284
H -7.92 -1.38 0.55 0.540
H -6.90 -0.21 -0.26 0.211
H -6.96 -0.88 2.71 0.329
H -7.42 0.63 1.95 0.391
H -4.80 -0.14 2.92 0.341
H -5.26 1.40 2.22 0.458
H -3.38 0.33 1.04 -0.505
H -4.74 0.60 -0.04 0.316
```

As for the largest force on an atom: 1.00 eV Å⁻¹. The calculation puts the gap between HOMO and LUMO (alpha / beta) at 5.230 / 5.351 eV. For the HOMO energy (alpha / beta), the calculation gives -0.4742 / -0.4746 Ha. The net charge is +2.



Entry 2:
Density functional theory data (ωB97M-V/def2-TZVPD) for a 2-piece molecular cluster, C5H16N3 overall at a distorted geometry.

XYZ file:
```
24
Properties=species:S:1:pos:R:3:mulliken_charge:R:1
C -0.78 -1.70 0.71 -0.283
C 0.57 -1.99 1.25 -1.486
C -1.75 -0.14 -1.10 0.449
N -0.72 -0.82 -0.50 -0.083
N -3.03 -0.43 -0.85 -0.344
N -1.60 1.03 -1.96 -0.413
H -1.19 -2.78 0.26 0.285
H -1.65 -1.34 1.45 0.350
H 1.06 -2.64 0.63 0.508
H 0.36 -2.67 2.03 0.400
H 0.20 -0.69 -0.90 0.351
H -3.41 -1.32 -0.48 0.263
H -3.79 0.24 -1.02 0.272
H -0.92 1.76 -1.54 0.272
H -1.80 1.05 -2.90 0.210
H 1.36 -1.27 1.41 0.324
C 2.34 1.63 1.09 -0.930
C 1.93 1.78 -0.37 -0.218
H 1.49 1.43 1.72 0.314
H 3.12 0.77 1.16 0.180
H 2.71 2.56 1.63 0.330
H 1.00 1.18 -0.27 -0.371
H 2.74 1.45 -1.04 0.329
H 1.75 2.91 -0.44 0.289
```

As for the largest force on an atom: 7.43 eV Å⁻¹. The calculation puts the gap between HOMO and LUMO at 11.153 eV. For the HOMO energy, the calculation gives -0.5313 Ha. The net charge is +1. The value obtained for the energy above the lowest of the compared OMol25 structures with the same formula, charge and spin is 264.62 kJ/mol.



Entry 3:
Density functional theory data (ωB97M-V/def2-TZVPD) for a 7-piece molecular cluster, C33H64Cl10N3O3 overall at a distorted geometry.

XYZ file:
```
113
Properties=species:S:1:pos:R:3:mulliken_charge:R:1
C 23.53 -13.12 -25.97 -1.772
C 23.73 -14.17 -27.14 1.518
C 23.98 -15.46 -26.34 -1.370
C 23.99 -16.74 -27.25 -0.615
C 22.56 -16.76 -27.89 -1.329
C 22.18 -15.54 -28.78 1.518
N 22.46 -14.32 -27.92 0.285
O 22.03 -13.10 -28.65 -0.465
C 23.11 -15.60 -30.02 -1.613
C 20.62 -15.72 -29.17 -1.602
C 25.04 -13.67 -27.88 -1.542
H 24.44 -12.97 -25.39 0.408
H 22.62 -13.33 -25.41 0.423
H 23.44 -12.08 -26.27 0.419
H 24.97 -15.40 -25.88 0.473
H 23.32 -15.65 -25.50 0.396
H 24.28 -17.63 -26.68 0.415
H 24.77 -16.76 -28.01 0.286
H 21.86 -16.85 -27.06 0.352
H 22.47 -17.68 -28.47 0.516
H 24.18 -15.70 -29.83 0.358
H 22.87 -16.53 -30.53 0.387
H 23.13 -14.72 -30.65 0.367
H 20.54 -16.63 -29.75 0.355
H 19.91 -15.82 -28.35 0.375
H 20.32 -14.80 -29.68 0.409
H 25.12 -13.86 -28.95 0.307
H 25.90 -14.18 -27.44 0.347
H 25.27 -12.60 -27.81 0.393
C 32.85 -15.37 -29.52 -1.652
C 34.13 -14.49 -29.53 1.592
C 34.29 -14.03 -31.01 -1.429
C 35.46 -13.11 -31.27 -0.617
C 35.25 -11.82 -30.44 -1.162
C 34.77 -12.01 -28.99 1.621
N 33.91 -13.22 -28.65 0.274
O 33.58 -13.49 -27.28 -0.475
C 36.01 -11.94 -28.08 -1.681
C 33.93 -10.77 -28.59 -1.799
C 35.35 -15.41 -29.17 -1.842
H 32.15 -14.93 -30.23 0.380
H 32.44 -15.49 -28.51 0.421
H 33.05 -16.42 -29.70 0.364
H 34.34 -14.86 -31.73 0.430
H 33.40 -13.45 -31.25 0.463
H 35.33 -12.85 -32.32 0.381
H 36.40 -13.66 -31.27 0.380
H 34.68 -10.97 -30.82 0.440
H 36.25 -11.40 -30.41 0.318
H 36.76 -11.16 -28.20 0.400
H 35.77 -12.00 -27.02 0.369
H 36.55 -12.87 -28.28 0.387
H 34.30 -9.83 -28.99 0.424
H 32.85 -10.84 -28.76 0.438
H 33.84 -10.59 -27.51 0.356
H 35.38 -16.34 -29.75 0.454
H 35.34 -15.67 -28.11 0.422
H 36.37 -15.06 -29.34 0.342
C 25.80 0.26 -26.99 -1.814
C 26.66 -0.84 -26.30 1.572
C 25.55 -1.96 -25.86 -1.246
C 24.97 -2.80 -27.04 -0.639
C 26.14 -3.39 -27.85 -1.286
C 27.10 -2.36 -28.38 1.780
N 27.64 -1.56 -27.21 0.193
O 28.92 -0.77 -27.42 -0.449
C 28.26 -3.21 -29.15 -1.739
C 26.43 -1.55 -29.45 -1.849
C 27.30 -0.13 -25.07 -1.626
H 25.27 0.90 -26.28 0.389
H 25.07 -0.07 -27.72 0.366
H 26.40 0.87 -27.67 0.426
H 26.10 -2.61 -25.17 0.475
H 24.81 -1.65 -25.12 0.451
H 24.11 -2.43 -27.59 0.310
H 24.49 -3.71 -26.68 0.431
H 25.69 -4.04 -28.59 0.328
H 26.69 -4.07 -27.19 0.422
H 29.03 -2.54 -29.54 0.373
H 28.72 -3.83 -28.37 0.457
H 27.95 -3.90 -29.93 0.406
H 26.65 -1.85 -30.47 0.437
H 25.35 -1.64 -29.45 0.315
H 26.77 -0.51 -29.47 0.354
H 27.47 0.94 -25.19 0.333
H 28.23 -0.65 -24.81 0.397
H 26.60 -0.32 -24.26 0.431
Cl 30.07 -19.41 -21.24 -0.197
C 31.61 -18.49 -21.23 -0.421
C 31.76 -17.53 -20.14 -0.428
Cl 33.50 -17.03 -19.86 -0.200
H 31.68 -18.01 -22.20 0.298
H 32.43 -19.21 -21.29 0.316
H 31.31 -17.89 -19.21 0.317
H 31.11 -16.66 -20.27 0.315
Cl 35.56 -7.78 -16.10 -0.192
C 36.42 -9.19 -15.44 -0.422
C 36.22 -9.30 -13.94 -0.396
Cl 36.69 -10.97 -13.38 -0.202
H 37.49 -8.98 -15.54 0.276
H 36.15 -10.06 -16.03 0.334
H 35.16 -9.12 -13.75 0.293
H 36.77 -8.57 -13.35 0.309
C 29.96 -8.12 -20.29 0.077
Cl 28.77 -7.34 -19.24 -0.117
Cl 29.41 -8.02 -21.95 -0.119
Cl 30.33 -9.77 -19.74 -0.115
H 30.89 -7.55 -20.33 0.274
C 36.36 -3.20 -22.42 0.059
Cl 37.16 -2.40 -21.04 -0.116
Cl 34.56 -3.34 -22.48 -0.107
Cl 37.05 -4.82 -22.59 -0.118
H 36.71 -2.58 -23.25 0.282
```

As for the largest force on an atom: 6.48 eV Å⁻¹. The calculation puts the gap between HOMO and LUMO (alpha / beta) at 9.282 / 9.365 eV. For the HOMO energy (alpha / beta), the calculation gives -0.3300 / -0.3579 Ha. The spin multiplicity is 4. The net charge is 0. The value obtained for the energy above the lowest of the compared OMol25 structures with the same formula, charge and spin is 284.47 kJ/mol.



Entry 4:
Density functional theory data (ωB97M-V/def2-TZVPD) for C28H36As2SiTi as an isolated structure at a distorted geometry.

XYZ file:
```
68
Properties=species:S:1:pos:R:3:mulliken_charge:R:1
C 0.86 2.33 0.76 -0.831
C -0.33 2.57 -0.05 -0.660
C -1.47 2.30 0.79 -0.414
H -0.33 3.12 -1.00 0.646
C -0.99 2.05 2.14 -0.673
C 0.46 2.13 2.13 -0.500
H 1.05 2.24 3.02 0.779
H 1.88 2.47 0.46 0.582
H -2.49 2.48 0.52 0.571
H -1.62 1.96 3.02 0.696
Ti -0.18 0.35 0.81 -0.756
C 0.27 -0.80 -0.65 -1.470
H -0.86 -0.93 -0.53 0.296
H 1.03 -0.78 0.19 0.411
H 0.49 -1.53 -1.44 0.800
Si 1.18 0.88 -2.86 0.250
C 2.45 -0.37 -3.41 0.697
C 3.57 0.42 -3.75 -0.398
H 3.59 1.49 -3.49 0.309
C 4.63 -0.14 -4.43 -0.697
H 5.44 0.52 -4.71 0.363
C 4.65 -1.51 -4.69 -0.444
H 5.53 -1.93 -5.20 0.369
C 3.53 -2.29 -4.38 -0.560
H 3.56 -3.35 -4.62 0.377
C 2.43 -1.74 -3.70 -0.227
H 1.58 -2.38 -3.42 0.295
C -0.32 0.86 -3.94 1.019
C 0.08 1.58 -5.08 -0.958
H 1.15 1.62 -5.31 0.329
C -0.85 2.39 -5.71 -0.539
H -0.51 2.99 -6.52 0.421
C -2.18 2.40 -5.30 -0.601
H -2.90 3.03 -5.83 0.363
C -2.57 1.62 -4.21 -0.409
H -3.61 1.62 -3.89 0.383
C -1.65 0.83 -3.52 -0.427
H -1.94 0.30 -2.61 0.256
H 0.20 1.00 -1.58 0.188
H 1.80 2.16 -3.16 -0.267
C 2.63 -0.25 3.38 -1.279
As 0.99 -0.92 2.55 1.472
C 1.35 -2.84 2.34 -1.212
C -0.44 -0.89 3.97 -0.168
C 0.01 -0.90 5.29 -0.885
C -0.93 -0.73 6.33 -0.776
C -2.28 -0.61 6.06 -0.778
C -2.74 -0.62 4.71 -0.501
C -1.81 -0.76 3.67 0.410
As -2.22 -0.72 1.75 1.437
C -3.93 0.15 1.87 -1.565
C -2.75 -2.55 1.50 -1.125
H 3.40 -1.00 3.11 0.455
H 2.45 -0.19 4.45 0.459
H 2.83 0.74 2.93 0.290
H 2.41 -2.94 2.61 0.496
H 0.69 -3.38 3.04 0.309
H 1.17 -3.14 1.30 0.355
H 1.07 -1.02 5.51 0.467
H -0.56 -0.70 7.37 0.392
H -3.00 -0.47 6.88 0.387
H -3.80 -0.53 4.53 0.303
H -3.78 1.17 2.25 0.393
H -4.33 0.15 0.85 0.437
H -4.53 -0.47 2.55 0.493
H -1.85 -3.16 1.44 0.293
H -3.32 -2.56 0.57 0.436
H -3.37 -2.80 2.36 0.435
```

As for the largest force on an atom: 3.21 eV Å⁻¹. The calculation puts the gap between HOMO and LUMO (alpha / beta) at 7.330 / 6.515 eV. For the HOMO energy (alpha / beta), the calculation gives -0.3671 / -0.3677 Ha. The spin multiplicity is 2. The net charge is +1. The value obtained for the energy above the lowest of the compared OMol25 structures with the same formula, charge and spin is 335.64 kJ/mol.



no.,total energy (a.u.)
1,-2962.14479
2,-364.07457
3,-6287.25396
4,-6698.63508